The following is a quantum chemistry calculation of a molecular structure, C39H72BFN3O13S at a distorted geometry, from the Open Molecules 2025 dataset.

Structure (XYZ):
```
130
Properties=species:S:1:pos:R:3:forces:R:3
C 2.279 4.070 -5.723 -0.516 0.168 0.358
O 3.567 3.553 -5.431 -0.301 -0.136 -0.255
C 3.619 2.134 -5.485 0.655 -0.424 0.403
C 2.570 1.404 -4.599 -0.872 0.752 -0.133
C 1.251 0.971 -5.313 0.300 -0.612 0.103
C 1.440 0.224 -6.681 -1.272 -0.671 0.700
C 0.857 -1.241 -6.611 0.595 0.307 -0.844
C -0.558 -1.383 -7.229 0.123 0.665 0.254
C -1.679 -0.588 -6.478 -0.214 -0.962 0.192
C -2.723 -1.541 -5.766 0.354 1.185 0.238
C -2.662 -1.243 -4.238 0.195 -1.384 -1.010
C -1.484 -2.106 -3.649 0.111 0.422 -1.033
C -1.001 -1.401 -2.349 0.701 1.578 -7.748
C 0.151 -2.071 -1.620 3.158 1.541 -0.755
C 1.195 -1.262 -1.111 1.185 0.581 -0.106
C 1.198 0.262 -1.265 0.090 0.179 0.337
C 0.411 0.961 -0.116 0.017 0.985 -0.330
C 1.122 2.257 0.372 -0.261 0.405 -0.807
C 0.452 2.851 1.629 0.446 -0.662 0.475
C 1.441 3.495 2.630 0.364 0.768 0.023
C 2.031 4.879 2.184 -0.236 -0.204 0.193
C 0.929 5.846 1.663 1.200 -0.268 0.006
S -0.119 6.384 3.058 -0.587 -0.188 -0.297
C -1.243 5.036 3.153 -0.381 -0.554 0.232
N -1.517 4.273 4.171 0.907 0.674 -0.251
N -2.379 3.339 3.721 -1.761 -1.715 0.040
C -2.668 3.544 2.475 1.518 1.052 1.778
O -1.955 4.632 2.081 -0.617 0.760 -1.775
C 2.273 -1.835 -0.390 -1.357 -0.710 -0.239
C 3.412 -1.033 0.236 -0.536 0.550 0.119
O 4.540 -1.278 -0.043 0.078 -0.022 -0.098
O 3.049 -0.038 1.113 0.476 -1.304 -0.617
B 2.578 -0.494 2.373 -1.855 -0.823 0.685
O 1.395 -1.170 2.523 4.545 2.516 -8.425
O 3.312 -0.217 3.518 -0.202 0.569 -1.177
C 2.302 -3.236 -0.228 0.451 1.144 0.292
C 1.268 -3.967 -0.741 1.518 0.117 0.449
F 1.281 -5.272 -0.594 -0.765 0.165 -0.298
N 0.242 -3.392 -1.387 1.207 -1.802 -1.534
O -0.745 -4.240 -1.812 0.390 -0.169 -0.358
H 1.727 4.158 -4.762 -0.046 0.057 -0.587
H 1.690 3.435 -6.411 0.385 0.107 0.205
H 2.330 5.069 -6.189 0.365 -0.408 0.326
H 3.612 1.832 -6.549 -0.285 -0.093 0.409
H 4.614 1.853 -5.091 -0.362 0.334 -0.263
H 2.987 0.541 -4.047 0.103 0.307 -0.560
H 2.273 2.134 -3.815 0.319 -0.381 -0.225
H 0.530 1.800 -5.428 0.547 -0.174 0.043
H 0.749 0.251 -4.628 0.176 0.408 -0.243
H 2.484 0.120 -7.001 -0.336 0.483 0.133
H 0.827 0.768 -7.424 0.739 -0.202 -0.009
H 0.947 -1.606 -5.571 -0.258 0.042 -0.360
H 1.532 -1.879 -7.217 -0.375 0.156 0.336
H -0.501 -0.968 -8.253 0.083 -0.552 0.304
H -0.799 -2.460 -7.268 -0.088 0.489 -0.220
H -2.241 0.097 -7.134 0.417 -0.303 0.072
H -1.202 0.038 -5.702 -0.264 -0.208 -0.386
H -3.742 -1.392 -6.164 0.445 0.088 0.206
H -2.483 -2.606 -5.944 -0.039 0.462 0.137
H -2.491 -0.177 -4.007 -0.360 -0.323 -0.270
H -3.603 -1.607 -3.781 0.420 0.684 -0.420
H -0.690 -2.292 -4.388 -0.060 0.578 0.266
H -1.942 -3.088 -3.437 1.251 0.909 -0.825
H -0.784 -0.357 -2.620 0.590 -0.489 0.032
H -1.872 -1.343 -1.664 0.224 2.170 -3.515
H 2.234 0.647 -1.215 -0.348 -0.484 -0.139
H 0.819 0.591 -2.245 0.216 -0.260 0.362
H 0.178 0.277 0.721 0.846 1.110 -0.788
H -0.554 1.307 -0.537 0.270 -0.437 0.445
H 2.216 2.134 0.488 -0.555 -0.183 0.185
H 1.009 2.986 -0.461 0.239 -0.250 0.364
H -0.341 3.557 1.347 0.541 -0.483 0.023
H -0.051 2.017 2.160 0.105 0.353 -0.140
H 2.304 2.825 2.824 -0.423 0.125 -0.139
H 0.953 3.667 3.609 0.133 -0.263 -0.521
H 2.490 5.365 3.068 -0.197 -0.302 -0.371
H 2.867 4.769 1.464 -0.637 -0.013 0.004
H 0.354 5.420 0.830 0.010 0.260 0.371
H 1.435 6.756 1.289 -0.485 -0.251 0.236
H -3.323 2.985 1.815 0.329 0.332 0.070
H 1.092 -1.102 3.448 0.812 -0.398 0.001
H 3.490 0.737 3.527 0.680 -0.369 -0.198
H 3.128 -3.687 0.327 -0.424 -0.172 -0.345
H -1.166 -4.637 -1.027 0.050 0.206 0.141
C -3.100 -2.773 -1.839 -2.404 -0.886 0.512
O -2.752 -2.722 -0.472 0.017 0.329 0.030
C -1.487 -2.141 -0.211 -1.040 -1.819 6.810
C -1.538 -1.164 0.951 0.023 -0.376 0.598
O -2.256 0.037 0.722 -0.329 -0.033 -0.190
C -3.666 -0.067 0.513 -0.072 0.244 -0.029
C -4.482 -0.513 1.715 -0.019 -0.286 -0.157
O -4.198 -1.858 2.069 0.320 0.275 0.226
C -3.953 -2.044 3.454 -0.188 -0.136 -0.158
H -2.685 -3.678 -2.300 -0.811 0.251 0.465
H -4.186 -2.815 -1.907 -0.120 -0.103 0.242
H -2.760 -1.884 -2.383 -2.464 -1.839 0.999
H -1.093 -1.629 -1.099 -0.533 -1.297 6.716
H -0.803 -2.960 0.050 -0.966 0.580 1.459
H -0.509 -0.847 1.152 -0.596 -0.746 0.206
H -1.883 -1.650 1.863 -0.128 -0.162 -0.059
H -3.876 -0.674 -0.367 -0.113 -0.215 0.108
H -3.994 0.945 0.257 0.075 0.022 0.080
H -5.547 -0.452 1.462 0.007 0.205 -0.071
H -4.299 0.168 2.553 0.083 -0.051 0.016
H -3.372 -1.218 3.876 -0.040 0.037 0.009
H -3.377 -2.962 3.576 -0.070 -0.042 -0.065
H -4.899 -2.145 3.993 0.073 0.064 0.145
C -1.095 -2.467 7.679 0.139 0.085 0.293
O 0.216 -2.109 7.285 -0.230 -0.049 -0.490
C 0.824 -3.022 6.388 -0.072 0.296 0.177
C 1.522 -2.305 5.246 0.856 -0.499 0.450
O 0.668 -1.646 4.310 -3.479 -1.770 7.199
C -0.095 -0.528 4.778 -1.337 0.589 0.792
C 0.704 0.710 5.147 0.120 0.040 0.372
O 1.513 0.498 6.291 0.008 -0.336 -0.470
C 2.849 0.930 6.142 0.184 0.434 0.139
H -1.057 -3.149 8.534 -0.165 -0.074 -0.083
H -1.612 -1.556 7.983 0.069 0.001 0.057
H -1.660 -2.922 6.860 0.023 -0.067 -0.010
H 0.092 -3.730 5.982 -0.036 0.034 0.027
H 1.572 -3.588 6.955 0.091 -0.123 -0.290
H 2.050 -3.066 4.663 -0.142 0.027 -0.107
H 2.290 -1.625 5.614 -0.247 0.092 0.076
H -0.764 -0.828 5.582 0.243 0.011 0.104
H -0.746 -0.254 3.941 0.135 -0.065 -0.121
H 0.006 1.521 5.382 -0.180 -0.052 -0.275
H 1.307 1.026 4.284 -0.080 0.037 0.153
H 3.240 0.710 5.141 -0.239 0.167 1.085
H 3.460 0.395 6.869 -0.058 0.046 0.057
H 2.922 2.004 6.340 0.090 0.029 0.033
```
Forces are in eV/Å.

The value obtained for the HOMO-LUMO gap is 6.964 eV. The value obtained for the total energy is -3193.75328 Ha. The LUMO energy is -4.12 eV. The value obtained for the HOMO energy is -11.1 eV. As for the total charge: +1.

Results of the Löwdin charge analysis, in e, for atoms 1 through 99: -0.112 -0.187 -0.220 -0.172 -0.216 -0.170 -0.211 -0.196 -0.171 -0.169 -0.169 -0.161 -0.127 -0.103 -0.016 -0.091 -0.161 -0.168 -0.188 -0.197 -0.242 -0.447 1.004 -0.688 0.052 0.033 -0.148 -0.018 0.019 -0.389 0.220 0.186 -0.767 0.186 0.156 0.132 -0.211 0.191 -0.016 0.113 0.089 0.084 0.095 0.115 0.126 0.109 0.105 0.100 0.070 0.099 0.113 0.087 0.108 0.111 0.104 0.112 0.079 0.110 0.108 0.125 0.111 0.118 0.087 0.147 0.108 0.124 0.100 0.068 0.126 0.110 0.123 0.080 0.113 0.102 0.092 0.104 0.113 0.078 0.084 0.131 -0.163 0.104 0.163 0.166 -0.137 -0.081 -0.215 -0.129 -0.121 -0.158 -0.181 -0.195 -0.098 0.092 0.128 0.019 -0.053 0.145 0.081